1.
Here is a 5-piece molecular cluster, C39H61FN5O9S2 overall at a distorted geometry from the OMol25 dataset. Energies are from wB97M-V/def2-TZVPD.

Calculated values
HOMO-LUMO gap   7.1 eV
Calculated total energy   -3369.289869 hartree
2S+1   1
LUMO energy   -0.1161 Ha
Charge   +1
HOMO   -0.3773 Ha

Atoms and positions in Å:
S1 -2.754 -3.144 2.055
S2 -3.467 -0.783 3.791
F1 2.635 -2.193 -4.983
O1 1.618 3.194 -4.916
O2 9.536 -0.965 -6.072
O3 -4.330 0.782 -1.457
O4 9.932 -1.893 -4.043
O5 -3.781 3.246 3.150
O6 -5.723 2.812 2.061
O7 -8.156 -3.773 7.744
O8 -0.143 1.888 -5.506
O9 -6.499 -2.644 6.687
N1 2.749 -2.863 0.030
N2 2.612 3.194 2.195
N3 2.955 -1.264 -1.634
N4 -4.189 -0.757 1.117
N5 2.985 -4.109 0.588
C1 1.876 3.707 1.009
C2 -7.770 -1.558 5.051
C3 -3.903 -1.426 -0.189
C4 2.905 1.587 4.091
C5 -0.976 -3.015 1.532
C6 -8.710 -2.079 6.117
C7 -6.439 -1.550 5.766
C8 3.422 -0.808 -2.976
C9 -0.592 1.272 -6.721
C10 2.189 -0.608 -0.589
C11 2.029 -1.690 0.503
C12 0.972 2.629 -5.762
C13 1.292 2.594 -7.232
C14 -5.044 3.544 2.737
C15 2.229 -1.197 -4.021
C16 -0.368 -1.528 1.551
C17 4.031 2.676 4.067
C18 -0.011 2.113 -7.832
C19 7.683 -1.644 -4.684
C20 2.077 2.027 2.861
C21 0.984 -4.945 -0.878
C22 3.320 -2.609 -1.288
C23 -3.697 0.648 0.984
C24 9.129 -1.434 -5.042
C25 1.802 -5.028 0.498
C26 1.666 0.920 -0.647
C27 -3.523 -1.469 2.239
C28 3.816 3.649 2.859
C29 3.020 1.832 -0.575
C30 -3.311 4.281 4.022
C31 -4.635 1.341 -0.157
C32 2.729 3.388 -0.317
C33 7.755 -1.869 -3.189
C34 -4.475 -0.658 -1.481
C35 1.236 -1.560 1.883
C36 -4.145 5.494 3.686
C37 -5.469 4.879 3.283
C38 9.126 -2.481 -3.017
C39 -7.801 -2.949 6.942
H1 -1.682 1.261 -6.745
H2 -0.907 -3.463 0.471
H3 7.309 -2.525 -5.212
H4 1.495 -2.449 2.575
H5 2.225 -6.105 0.558
H6 -8.052 -0.581 4.655
H7 6.951 -2.498 -2.801
H8 3.695 1.420 0.272
H9 2.294 3.908 -1.255
H10 1.113 -4.938 1.426
H11 -0.432 -1.135 0.465
H12 -4.298 2.449 -0.177
H13 4.872 2.686 4.835
H14 1.769 4.856 1.094
H15 -2.593 0.584 0.629
H16 1.225 1.060 -1.707
H17 -5.733 1.277 0.148
H18 4.390 -1.368 -3.209
H19 -5.605 -1.695 5.076
H20 9.554 -2.256 -2.039
H21 3.922 -3.331 -1.944
H22 2.717 0.702 4.778
H23 0.113 1.565 -8.767
H24 -9.525 -2.660 5.685
H25 -6.123 4.720 4.144
H26 -5.549 -1.017 -1.699
H27 3.131 -3.953 1.606
H28 -2.777 -1.585 -0.356
H29 -3.449 3.954 5.057
H30 2.105 1.884 -7.402
H31 1.134 1.567 2.392
H32 3.764 3.887 -0.163
H33 0.176 -5.770 -0.927
H34 -0.225 0.241 -6.745
H35 -0.362 -3.641 2.268
H36 4.455 4.537 2.557
H37 -4.224 6.204 4.511
H38 1.741 -5.179 -1.722
H39 1.347 -1.665 -3.435
H40 9.118 -3.566 -3.159
H41 -3.845 -1.026 -2.379
H42 1.802 -0.243 -4.541
H43 -3.826 1.293 1.913
H44 -2.247 4.454 3.845
H45 -7.737 -2.264 4.214
H46 -0.897 -0.798 2.249
H47 -3.709 6.019 2.830
H48 3.645 1.750 -1.532
H49 0.838 3.249 0.883
H50 0.935 1.177 0.187
H51 1.562 3.584 -7.598
H52 7.711 -0.906 -2.670
H53 3.573 0.317 -3.079
H54 -5.973 5.473 2.521
H55 -0.663 2.971 -8.027
H56 -4.425 -2.456 -0.163
H57 0.568 -3.895 -1.036
H58 -6.276 -0.627 6.330
H59 7.086 -0.765 -4.930
H60 1.552 -0.620 2.479
H61 -9.100 -1.274 6.744

2.
Here is a 13-piece molecular cluster, C39H62O39 overall at a distorted geometry from the OMol25 dataset. Energies are from wB97M-V/def2-TZVPD.

Calculated values
HOMO-LUMO gap   10.5 eV
Calculated total energy   -4457.701561 hartree
2S+1   1
ΔE to the lowest compared entry with this formula, charge and spin   0.00 kcal/mol
LUMO energy   -0.0155 Ha
HOMO   -0.4002 Ha

Atoms and positions in Å:
O1 -5.128 -0.906 2.115
O2 3.572 -2.107 -5.508
O3 0.271 -5.621 1.306
O4 -3.478 3.042 1.421
O5 4.128 -2.330 -3.347
O6 -0.521 -7.914 -4.962
O7 -2.012 1.386 3.997
O8 1.287 1.958 -2.996
O9 1.169 -3.566 1.264
O10 -2.836 3.356 4.706
O11 5.960 2.919 5.349
O12 -1.567 -0.417 -5.068
O13 2.295 -1.182 -3.933
O14 -0.889 0.751 -0.863
O15 -3.533 -0.899 -1.593
O16 1.265 3.405 -4.675
O17 3.561 3.334 0.429
O18 2.422 -5.321 0.767
O19 -4.279 5.006 0.718
O20 0.702 -2.261 4.204
O21 -4.202 -2.680 -2.734
O22 4.068 3.893 5.246
O23 0.300 -1.188 -0.880
O24 2.389 -1.732 5.549
O25 -3.853 -2.421 1.050
O26 1.463 -3.755 5.682
O27 4.391 4.953 1.771
O28 -3.048 -1.630 -6.251
O29 2.591 1.613 -4.756
O30 -5.510 -0.848 -2.608
O31 0.738 0.260 0.592
O32 -5.963 -2.726 1.113
O33 -0.322 -5.889 -4.008
O34 4.922 2.917 2.164
O35 -0.873 3.153 3.637
O36 -1.959 -2.600 -4.571
O37 4.138 1.700 5.177
O38 1.302 -7.397 -3.787
O39 -5.373 3.853 2.324
C1 -1.995 2.695 4.205
C2 0.681 1.564 1.114
C3 3.620 6.014 1.192
C4 -0.617 4.556 3.731
C5 -3.230 0.698 4.377
C6 -2.132 -1.456 -5.281
C7 2.629 -1.301 -6.232
C8 1.185 -4.915 1.144
C9 -0.058 -0.003 -0.429
C10 2.186 -0.539 4.811
C11 0.821 -5.161 -3.577
C12 3.299 -4.169 0.681
C13 0.306 3.932 -3.753
C14 -0.513 -1.745 -1.928
C15 1.783 -6.238 -3.107
C16 -5.236 0.518 -2.223
C17 1.810 2.279 -4.196
C18 -2.588 3.454 0.383
C19 1.483 -2.687 5.212
C20 4.686 2.743 5.240
C21 6.777 1.775 5.296
C22 -3.430 -3.030 -6.334
C23 -4.385 -1.588 -2.376
C24 -7.219 -2.566 1.787
C25 0.309 2.904 -2.606
C26 -2.628 -1.790 1.368
C27 2.262 -3.074 0.500
C28 -4.486 3.968 1.556
C29 3.397 -1.926 -4.188
C30 0.096 -7.138 -4.328
C31 -4.108 0.314 -1.237
C32 -2.974 4.926 0.135
C33 1.642 -0.826 -5.146
C34 1.067 -0.920 3.801
C35 4.892 1.525 1.858
C36 -4.991 -1.901 1.451
C37 -2.553 -3.692 -5.267
C38 2.825 3.947 4.612
C39 4.236 3.709 1.354
H1 2.027 -2.913 -0.554
H2 2.546 -2.059 0.783
H3 -2.335 5.632 0.671
H4 -6.087 1.126 -1.931
H5 -0.672 2.451 -2.491
H6 0.573 -4.463 -2.777
H7 -4.097 1.353 4.312
H8 0.691 -1.335 -5.267
H9 0.116 -2.372 -2.550
H10 -2.601 2.848 -0.523
H11 -3.345 -3.438 -7.334
H12 2.044 4.361 5.244
H13 1.346 -0.992 2.752
H14 7.304 1.576 6.233
H15 6.176 0.878 5.124
H16 1.194 1.565 2.065
H17 7.548 1.864 4.533
H18 1.146 2.275 0.423
H19 2.814 -5.957 -3.323
H20 0.560 3.313 -1.626
H21 2.894 4.601 3.741
H22 -3.144 0.262 5.370
H23 -1.780 -4.386 -5.590
H24 5.194 1.365 0.815
H25 -4.845 1.053 -3.100
H26 5.621 0.991 2.453
H27 -7.183 -3.264 2.625
H28 -3.403 -0.082 3.638
H29 -0.998 -1.043 -2.594
H30 -1.597 3.437 0.836
H31 -3.380 1.124 -1.388
H32 1.219 -4.570 -4.407
H33 -2.503 -0.725 1.190
H34 -2.280 -2.086 2.362
H35 -4.460 -3.014 -5.975
H36 -0.552 4.976 4.729
H37 -7.351 -1.544 2.128
H38 1.514 0.247 -5.232
H39 -3.227 -4.226 -4.600
H40 3.060 -0.281 4.218
H41 2.960 6.454 1.930
H42 0.668 4.924 -3.496
H43 0.321 4.559 3.169
H44 3.093 5.635 0.315
H45 3.884 -4.028 1.590
H46 1.854 0.321 5.382
H47 1.771 -6.384 -2.025
H48 -1.309 5.144 3.122
H49 2.152 -1.947 -6.963
H50 0.193 -0.293 3.991
H51 -1.252 -2.370 -1.429
H52 3.178 -0.472 -6.671
H53 -0.676 3.968 -4.217
H54 3.866 1.157 1.892
H55 -0.344 1.918 1.178
H56 3.850 -4.343 -0.236
H57 -8.017 -2.861 1.115
H58 4.366 6.719 0.830
H59 -1.907 -2.315 0.735
H60 -4.363 0.497 -0.183
H61 2.514 2.967 4.251
H62 -2.986 5.241 -0.905

3.
Here is C39H63Br9N6O6 as an isolated structure at a distorted geometry from the OMol25 dataset. Energies are from wB97M-V/def2-TZVPD.

Calculated values
HOMO-LUMO gap   6.9 eV
Calculated total energy   -25469.524105 hartree
2S+1   1
LUMO energy   -0.0478 Ha
HOMO   -0.3014 Ha

Atoms and positions in Å:
Br1 6.516 14.003 19.095
Br2 6.296 15.888 12.970
Br3 4.199 16.215 15.242
Br4 14.378 9.996 15.187
Br5 13.805 8.741 12.375
Br6 5.689 11.033 18.265
Br7 5.942 18.736 14.302
Br8 14.507 11.818 12.616
Br9 7.028 13.008 16.221
O1 10.558 11.002 13.544
O2 10.316 18.555 16.065
O3 11.065 11.944 11.661
O4 8.542 17.378 16.422
O5 14.541 13.688 17.644
O6 13.784 14.898 16.060
N1 9.728 17.175 9.618
N2 9.681 17.526 15.915
N3 13.937 14.661 17.225
N4 10.211 11.546 12.443
N5 12.269 20.994 13.200
N6 10.190 11.832 18.033
C1 9.642 15.228 15.015
C2 12.931 16.786 17.790
C3 13.416 15.175 19.569
C4 7.029 12.411 10.775
C5 10.763 13.175 17.958
C6 5.985 16.829 14.625
C7 10.583 11.101 19.319
C8 6.512 11.123 12.725
C9 6.118 11.832 11.656
C10 11.047 21.638 12.944
C11 11.235 15.125 9.827
C12 8.998 16.712 8.445
C13 12.755 21.320 15.566
C14 10.163 14.310 14.183
C15 12.428 17.268 20.138
C16 11.259 14.579 13.394
C17 7.053 12.460 18.032
C18 9.507 17.240 7.125
C19 10.244 16.469 15.113
C20 13.425 15.586 18.225
C21 10.453 11.116 16.838
C22 10.972 23.023 12.127
C23 13.015 20.578 11.980
C24 7.889 10.972 12.996
C25 9.735 9.733 16.786
C26 11.913 15.859 13.484
C27 8.390 12.302 11.003
C28 8.784 11.590 12.113
C29 13.180 21.573 14.174
C30 9.201 18.104 11.873
C31 12.472 17.607 18.795
C32 11.361 16.783 14.363
C33 13.725 19.272 12.211
C34 10.276 14.099 19.096
C35 12.871 16.026 20.537
C36 8.961 16.992 10.857
C37 11.088 16.664 9.653
C38 13.624 10.320 13.457
C39 12.071 11.060 19.671
H1 11.596 23.778 12.510
H2 9.178 18.264 6.962
H3 8.056 12.101 18.375
H4 5.852 10.661 13.446
H5 11.858 13.173 17.917
H6 8.936 15.587 8.478
H7 13.766 21.325 11.672
H8 12.174 18.610 18.521
H9 11.721 17.131 10.408
H10 14.102 21.094 14.011
H11 14.581 19.307 12.935
H12 6.601 12.810 9.881
H13 12.142 18.026 20.894
H14 7.915 17.073 10.494
H15 10.007 9.084 17.611
H16 12.309 20.342 11.186
H17 13.970 14.256 19.803
H18 10.684 21.933 13.917
H19 13.996 18.752 11.261
H20 9.239 14.024 19.079
H21 4.944 11.863 11.569
H22 9.203 12.603 10.371
H23 13.203 22.027 16.283
H24 11.181 22.880 11.080
H25 10.560 14.762 10.624
H26 10.226 18.099 12.238
H27 8.231 10.449 13.914
H28 11.537 10.966 16.502
H29 9.085 15.951 11.390
H30 9.965 23.353 12.255
H31 9.555 13.429 14.077
H32 10.566 17.253 7.084
H33 10.075 11.581 20.153
H34 10.698 13.764 20.100
H35 11.674 13.927 12.702
H36 8.703 17.899 12.831
H37 13.106 20.269 15.817
H38 9.111 16.575 6.356
H39 8.901 19.030 11.509
H40 9.934 11.647 16.028
H41 11.638 21.422 15.613
H42 10.608 13.726 16.977
H43 9.948 9.216 15.848
H44 8.759 15.062 15.630
H45 11.836 17.687 14.611
H46 11.088 14.589 8.863
H47 12.527 12.026 19.966
H48 12.817 17.135 16.767
H49 7.939 16.950 8.477
H50 6.643 16.629 15.469
H51 12.655 10.642 18.847
H52 12.890 15.608 21.489
H53 8.645 9.905 16.898
H54 12.728 16.220 12.891
H55 12.573 10.512 13.575
H56 13.106 18.581 12.731
H57 12.255 14.889 10.082
H58 10.380 20.934 12.559
H59 10.248 10.080 19.342
H60 10.563 15.115 18.922
H61 11.646 16.913 8.741
H62 13.386 22.589 14.003
H63 12.163 10.337 20.540